118
Properties=species:S:1:pos:R:3:lowdin_charge:R:1 method="wB97M-V/def2-TZVPD" homo_lumo_gap_ev=3.57 spin_multiplicity=1 total_energy_ev=-98840.7595 total_charge=-2
Mg 0.2762 0.7679 -0.0496 0.471
C -6.6453 -1.1813 6.7122 -0.123
O -6.1229 0.0738 6.3758 -0.106
C -5.1384 0.1062 5.4005 -0.276
C -4.7188 1.3671 4.9844 -0.016
C -3.7601 1.4914 3.9956 -0.018
C -3.1944 0.3663 3.4036 -0.213
C -3.6150 -0.8854 3.8331 0.008
C -4.5751 -1.0220 4.8210 -0.013
C -2.1542 0.4588 2.3498 -0.050
C -0.8260 0.3821 2.7687 -0.223
C -0.4230 0.3108 4.1507 0.006
C 0.9312 0.2431 4.1502 0.000
C 1.3361 0.2647 2.7655 -0.239
N 0.2563 0.3592 1.9689 0.113
C 2.6649 0.1973 2.3406 -0.070
C 3.0974 0.2180 1.0137 -0.238
C 4.4746 0.0831 0.6076 -0.001
C 4.4745 0.0876 -0.7489 -0.002
C 3.0991 0.2326 -1.1543 -0.230
C 2.6646 0.2426 -2.4804 -0.067
C 3.6827 0.0491 -3.5384 -0.220
C 3.8220 -1.1917 -4.1481 -0.012
C 4.7589 -1.4077 -5.1447 -0.026
C 5.5748 -0.3654 -5.5597 -0.277
O 6.5291 -0.4641 -6.5577 -0.105
C 6.6501 -1.6943 -7.2143 -0.121
C 5.4460 0.8831 -4.9564 -0.011
C 4.5170 1.0833 -3.9554 -0.017
C 1.3364 0.3572 -2.8983 -0.234
N 0.2554 0.4184 -2.0953 0.100
C -0.8266 0.4987 -2.8902 -0.239
C -2.1580 0.5621 -2.4661 -0.084
C -3.1842 0.5269 -3.5309 -0.215
C -3.9039 1.6597 -3.9039 -0.017
C -4.8132 1.6142 -4.9428 -0.010
C -5.0408 0.4214 -5.6262 -0.275
O -5.9714 0.4657 -6.6515 -0.104
C -6.2189 -0.7296 -7.3364 -0.122
C -4.3465 -0.7200 -5.2505 -0.024
C -3.4285 -0.6573 -4.2166 -0.014
C -2.5813 0.5904 -1.1375 -0.253
C -3.9649 0.6153 -0.7295 0.004
C -3.9623 0.5831 0.6247 0.012
C -2.5777 0.5376 1.0261 -0.217
N -1.7805 0.5475 -0.0585 0.113
C -0.4250 0.5115 -4.2732 0.000
C 0.9297 0.4244 -4.2783 -0.001
N 2.3038 0.3105 -0.0700 0.105
C 3.6925 0.0358 3.3958 -0.220
C 3.9109 -1.2050 3.9807 -0.008
C 4.8570 -1.3730 4.9781 -0.023
C 5.5982 -0.2857 5.4169 -0.277
O 6.5544 -0.3374 6.4163 -0.105
C 6.7567 -1.5688 7.0499 -0.121
C 5.3877 0.9631 4.8386 -0.011
C 4.4514 1.1170 3.8365 -0.015
H -7.4390 -0.9939 7.4359 0.084
H -5.8895 -1.8309 7.1682 0.089
H -7.0629 -1.6933 5.8375 0.093
H -5.1625 2.2389 5.4455 0.108
H -3.4463 2.4737 3.6716 0.123
H -3.1901 -1.7629 3.3704 0.096
H -4.8742 -2.0151 5.1225 0.099
H -1.0887 0.3171 4.9965 0.105
H 1.5969 0.1877 4.9950 0.103
H 5.3154 -0.0116 1.2734 0.100
H 5.3160 0.0010 -1.4146 0.099
H 3.1871 -2.0060 -3.8297 0.129
H 4.8393 -2.3931 -5.5801 0.097
H 7.4098 -1.5517 -7.9832 0.085
H 5.7090 -1.9952 -7.6891 0.091
H 6.9723 -2.4898 -6.5319 0.091
H 6.0871 1.6841 -5.2943 0.110
H 4.4227 2.0554 -3.4930 0.126
H -3.7321 2.5871 -3.3756 0.123
H -5.3597 2.4967 -5.2453 0.110
H -6.9542 -0.4914 -8.1047 0.085
H -6.6232 -1.5019 -6.6711 0.092
H -5.3129 -1.1203 -7.8138 0.090
H -4.5079 -1.6661 -5.7473 0.097
H -2.8927 -1.5505 -3.9314 0.124
H -4.8107 0.6528 -1.3947 0.102
H -4.8046 0.5805 1.2950 0.106
H -1.0861 0.5924 -5.1197 0.102
H 1.5913 0.4242 -5.1289 0.102
H 3.3295 -2.0530 3.6491 0.125
H 5.0003 -2.3576 5.3974 0.097
H 7.5048 -1.3913 7.8232 0.085
H 7.1318 -2.3272 6.3526 0.091
H 5.8368 -1.9403 7.5155 0.092
H 5.9706 1.7991 5.1963 0.110
H 4.2937 2.0890 3.3915 0.123
F 0.3546 7.0993 -0.0144 -0.026
C 0.3531 5.7130 -0.0130 -0.306
C 1.2872 5.0388 0.7435 -0.064
C 1.2736 3.6500 0.7215 -0.140
C 0.3621 2.8991 -0.0263 -0.157
C -0.5604 3.6524 -0.7580 -0.138
C -0.5850 5.0401 -0.7654 -0.060
H 1.9995 5.5990 1.3386 0.095
H 2.0129 3.1289 1.3220 0.074
H -1.3026 3.1323 -1.3536 0.072
H -1.3185 5.5991 -1.3348 0.096
Cl 0.0788 -3.4187 2.7887 0.619
C -1.2317 -3.2851 1.6497 -0.641
C -2.4814 -3.6548 2.0707 -0.217
C -3.5753 -3.5234 1.2185 -0.184
C -3.3637 -3.0319 -0.0721 -0.152
C -2.1131 -2.6874 -0.4955 -0.088
C -0.9519 -2.7778 0.3433 -0.392
C 0.2954 -2.4391 -0.0986 -0.078
H -2.6110 -4.0528 3.0711 0.085
H -4.5717 -3.7714 1.5595 0.061
H -4.2094 -2.9211 -0.7434 0.086
H -1.9659 -2.3007 -1.4937 0.088
H 0.4528 -2.1361 -1.1183 0.020
H 1.1633 -2.5260 0.5304 -0.005



8
Properties=species:S:1:pos:R:3:nbo_charge:R:1 method="wB97M-V/def2-TZVPD" homo_lumo_gap_ev=7.49 spin_multiplicity=1 total_energy_ev=-5212.7821 e_above_lowest_kj_mol=15.7 total_charge=-1
C 0.7854 -0.5842 -0.5796 -0.195
O -0.5491 -0.3769 -0.7338 -0.961
H 0.9847 -1.5403 -0.0460 0.091
H 1.3822 -0.7062 -1.5486 0.077
H 1.2709 0.2450 -0.0188 0.088
H -0.9660 1.5352 1.3897 0.427
H -1.2408 0.5414 0.3224 0.509
O -1.6674 0.8862 1.2147 -1.035